{"formula": "C5H10O", "method": "wB97M-V/def2-TZVPD", "e_lumo_ev": 1.18, "homo_ha": -0.352, "energy_ev": -7392.4436, "gap_ev": 10.77, "de_lowest_kcal_mol": 53.54, "elements": ["C", "C", "C", "C", "C", "H", "H", "H", "H", "H", "H", "H", "H", "H", "H", "O"], "positions_angstrom": [[2.05327, 0.19995, 0.08226], [0.97685, -0.85596, -0.26925], [-0.36833, -0.39146, 0.28455], [-0.95886, 1.00891, -0.18669], [-2.22280, 0.06195, 0.02333], [1.88588, 1.19390, -0.33618], [3.11641, -0.04600, -0.30489], [2.23490, 0.27140, 1.07720], [1.23674, -1.79874, 0.25916], [0.97948, -1.12457, -1.28433], [-0.19712, -0.36073, 1.46810], [-0.81055, 1.98620, 0.28845], [-0.80060, 0.89728, -1.34703], [-2.98444, 0.04381, -0.69678], [-2.67584, 0.08305, 1.01451], [-1.46499, -1.16899, -0.07241]]}

{"formula": "C53H38N12ORhS5", "method": "wB97M-V/def2-TZVPD", "charge": 1, "e_lumo_ev": [-4.23, -4.23], "homo_ha": [-0.325, -0.325], "energy_ev": -132678.0218, "gap_ev": [4.62, 4.62], "de_lowest_kcal_mol": 72.57, "elements": ["Rh", "N", "S", "N", "S", "N", "S", "N", "C", "C", "C", "C", "C", "C", "C", "C", "C", "C", "C", "C", "C", "C", "C", "C", "C", "C", "C", "C", "C", "C", "C", "C", "C", "C", "C", "C", "C", "C", "C", "C", "C", "C", "C", "C", "H", "H", "H", "H", "H", "H", "H", "H", "H", "H", "H", "H", "H", "H", "H", "H", "H", "H", "H", "H", "H", "H", "H", "H", "H", "H", "H", "H", "H", "H", "S", "N", "C", "C", "C", "C", "C", "N", "C", "C", "N", "C", "C", "C", "C", "C", "N", "H", "H", "H", "H", "H", "H", "N", "C", "O", "C", "C", "N", "C", "N", "H", "H", "S", "C", "N"], "positions_angstrom": [[1.17999, 0.91165, 1.11541], [-0.10098, -0.71746, 1.42530], [-0.32436, -2.12123, 1.07787], [-0.02024, -2.80175, -0.39297], [-0.23662, -2.17630, -1.77787], [-1.28867, -1.04372, -1.93219], [-0.80009, 0.50288, -1.55895], [0.51907, 0.66505, -0.94840], [-2.28694, 1.10471, -0.75695], [-3.45474, 0.35392, -0.75314], [-4.61495, 0.92283, -0.24876], [-4.59572, 2.22392, 0.23582], [-3.41742, 2.95924, 0.23040], [-2.25135, 2.40186, -0.26973], [-0.93897, 1.30623, -3.16398], [-1.90183, 0.91452, -4.08243], [-1.91628, 1.51755, -5.33084], [-0.98810, 2.50518, -5.63767], [-0.04210, 2.89915, -4.70145], [-0.01508, 2.28997, -3.45605], [1.31546, -1.80455, -2.57757], [2.50906, -2.12500, -1.96302], [3.69516, -1.80405, -2.60776], [3.66327, -1.19423, -3.85476], [2.44947, -0.92400, -4.47840], [1.26097, -1.23466, -3.84167], [-0.85078, -3.48835, -2.80688], [-0.09084, -4.64501, -2.90877], [-0.50272, -5.63651, -3.78180], [-1.65389, -5.46009, -4.54003], [-2.40668, -4.30057, -4.42065], [-2.00478, -3.29998, -3.54912], [0.49347, -3.34202, 2.10037], [0.76459, -2.96440, 3.40385], [1.39158, -3.87145, 4.24253], [1.72666, -5.13393, 3.77393], [1.44859, -5.49692, 2.46242], [0.82730, -4.59806, 1.61096], [-2.08082, -2.45816, 1.29178], [-2.75306, -3.38834, 0.51855], [-4.12100, -3.54076, 0.69732], [-4.79263, -2.76246, 1.62878], [-4.10372, -1.83540, 2.40143], [-2.73684, -1.68338, 2.23686], [-3.44081, -0.65862, -1.12831], [-5.53423, 0.35231, -0.25721], [-5.50534, 2.66614, 0.62073], [-3.40799, 3.97667, 0.59861], [-1.31690, 2.95389, -0.27586], [-2.61694, 0.14528, -3.82188], [-2.64774, 1.21485, -6.06838], [-1.00572, 2.97156, -6.61391], [0.67625, 3.67136, -4.94471], [0.71290, 2.54916, -2.70024], [2.50253, -2.60497, -0.99324], [4.64161, -2.02570, -2.13104], [4.58723, -0.93442, -4.35669], [2.43279, -0.47471, -5.46239], [0.30787, -1.04145, -4.31696], [0.80783, -4.75652, -2.31387], [0.08062, -6.54153, -3.88004], [-1.96183, -6.22983, -5.23497], [-3.30113, -4.16705, -5.01352], [-2.56214, -2.38062, -3.43511], [0.51727, -1.96500, 3.73689], [1.62437, -3.58787, 5.25948], [2.21438, -5.84030, 4.43270], [1.71438, -6.48208, 2.10261], [0.60879, -4.85143, 0.58442], [-2.21393, -3.97428, -0.21567], [-4.66401, -4.27016, 0.11092], [-5.86189, -2.87418, 1.75413], [-4.63349, -1.23343, 3.12771], [-2.16487, -0.97216, 2.81751], [0.99413, 5.89179, 7.11790], [-0.18955, 5.05732, 6.41382], [0.35305, 4.36625, 5.42963], [-0.34608, 3.49202, 4.51976], [-1.72293, 3.27402, 4.58043], [-2.30271, 2.42455, 3.66582], [-1.49571, 1.82978, 2.70063], [-0.19506, 2.04856, 2.61722], [0.40024, 2.84841, 3.51760], [1.84788, 3.02368, 3.43032], [2.49505, 2.32070, 2.49370], [3.80319, 2.46098, 2.37571], [4.55344, 3.30665, 3.18826], [3.91213, 4.01955, 4.17469], [2.53036, 3.87973, 4.30780], [1.76156, 4.56883, 5.31526], [2.23496, 5.41283, 6.21150], [-2.30567, 3.77609, 5.34126], [-3.36521, 2.22506, 3.67671], [-1.91162, 1.15018, 1.96782], [4.29019, 1.86808, 1.61153], [5.62099, 3.38974, 3.04135], [4.44893, 4.67005, 4.85193], [3.47598, 1.91621, -1.12766], [2.64353, 2.94905, -0.93531], [1.78417, 2.96906, -0.05965], [2.80335, 4.09519, -1.84969], [3.58625, 3.96740, -3.00634], [4.20597, 3.79944, -3.96725], [2.11395, 5.29008, -1.60991], [1.54681, 6.27699, -1.41277], [4.11544, 1.89141, -1.90411], [3.30238, 1.06793, -0.59463], [3.19148, -0.71761, 1.16431], [2.76614, -0.57087, 2.76439], [2.51069, -0.49995, 3.89452]]}

{"formula": "C37H29F6N7O5S5Ti", "method": "wB97M-V/def2-TZVPD", "charge": -1, "e_lumo_ev": [1.45, 1.43], "spin_multiplicity": 2, "homo_ha": [-0.181, -0.209], "energy_ev": -153110.3400, "gap_ev": [6.38, 7.12], "de_lowest_kcal_mol": 11.82, "elements": ["Ti", "S", "C", "C", "C", "C", "N", "C", "C", "C", "S", "C", "N", "H", "H", "F", "C", "F", "F", "S", "O", "O", "N", "S", "O", "O", "C", "F", "F", "F", "O", "C", "C", "C", "C", "C", "C", "C", "C", "N", "H", "H", "H", "H", "H", "H", "H", "H", "H", "H", "H", "N", "C", "S", "C", "C", "C", "N", "C", "C", "H", "H", "H", "H", "H", "H", "N", "C", "C", "C", "C", "C", "C", "C", "C", "C", "C", "C", "C", "C", "H", "H", "H", "H", "H", "H", "H", "H", "H", "H"], "positions_angstrom": [[-0.07366, -0.71299, 0.22097], [-1.10143, 0.48933, 2.21993], [-0.42164, 2.09825, 2.05418], [-1.13253, 3.09394, 1.38027], [-0.63510, 4.37965, 1.23347], [-1.42550, 5.38403, 0.57723], [-2.06355, 6.20334, 0.08431], [0.62811, 4.69547, 1.75097], [1.34776, 3.72089, 2.42646], [0.82841, 2.44440, 2.60825], [1.77750, 1.31241, 3.56430], [1.20059, 5.99856, 1.57260], [1.66388, 7.04300, 1.44089], [-2.09719, 2.84775, 0.96110], [2.32681, 3.96604, 2.81800], [-5.90103, 0.03394, -0.61150], [-4.70065, 0.29179, -0.08870], [-4.80978, 1.32625, 0.74197], [-4.30774, -0.77533, 0.60874], [-3.48287, 0.69707, -1.41101], [-2.22717, 0.80673, -0.71963], [-4.03849, 1.83971, -2.05838], [-3.54175, -0.55109, -2.38076], [-2.54424, -1.74913, -2.29310], [-1.79524, -1.84716, -1.04814], [-1.82938, -1.97161, -3.51065], [-3.71038, -3.17354, -2.19978], [-3.01580, -4.30091, -2.02284], [-4.55970, -3.04063, -1.17814], [-4.41253, -3.27670, -3.32308], [1.31206, -1.47584, 1.21774], [2.58057, -1.91903, 0.84751], [2.55076, -3.42764, 0.60817], [1.38464, -3.83471, -0.30427], [1.41531, -3.09064, -1.60604], [2.00969, -3.65560, -2.72868], [2.08122, -2.93397, -3.90618], [1.55226, -1.65635, -3.93246], [0.97570, -1.16299, -2.77806], [0.90428, -1.85078, -1.63519], [1.02085, 0.24783, 3.21401], [3.30545, -1.68875, 1.64031], [2.92910, -1.40083, -0.05484], [2.43723, -3.94822, 1.56337], [3.50271, -3.74664, 0.17058], [0.44282, -3.62456, 0.20326], [1.42637, -4.90752, -0.50177], [2.40913, -4.65933, -2.66306], [2.53818, -3.36418, -4.78850], [1.56730, -1.04856, -4.82571], [0.55056, -0.16897, -2.75987], [-3.19359, -3.67130, 6.14306], [-3.33009, -4.35531, 4.99679], [-4.19903, -5.74669, 4.87945], [-2.60837, -3.74860, 3.84380], [-1.33985, -3.20325, 4.00261], [-0.72345, -2.60496, 2.91758], [-1.29809, -2.50480, 1.71670], [-2.50715, -3.04789, 1.56860], [-3.19120, -3.68832, 2.58782], [-3.67345, -4.00319, 6.96228], [-2.77732, -2.75505, 6.15083], [-0.82012, -3.25253, 4.95063], [0.26495, -2.17293, 2.99265], [-2.95256, -2.95079, 0.59225], [-4.16970, -4.11331, 2.41478], [0.84342, 0.76536, -0.53549], [1.45172, 1.75290, -1.02940], [0.75328, 2.85837, -1.76349], [-0.38492, 2.59202, -2.51640], [-1.09273, 3.61755, -3.12390], [-0.66746, 4.93105, -2.98297], [0.47212, 5.21102, -2.24087], [1.18191, 4.18057, -1.64305], [2.94763, 1.85619, -0.90088], [3.56692, 1.39072, 0.25558], [4.94713, 1.41600, 0.37708], [5.73203, 1.88868, -0.66726], [5.12447, 2.34113, -1.83006], [3.74091, 2.33362, -1.94227], [-0.73165, 1.57179, -2.59263], [-1.99366, 3.38919, -3.67883], [-1.23583, 5.73744, -3.42827], [0.79426, 6.23540, -2.10113], [2.05800, 4.40899, -1.04800], [2.94794, 1.01290, 1.05849], [5.41083, 1.06544, 1.29152], [6.81110, 1.90562, -0.57509], [5.72866, 2.70516, -2.65211], [3.27103, 2.69565, -2.84860]]}